1.
80
Properties=species:S:1:pos:R:3:forces:R:3:lowdin_charge:R:1 method="wB97M-V/def2-TZVPD" orbital_gap_ev="5.01 / 7.89" charge=-1 e_homo_ev="-2.6 / -5.5" spin_multiplicity=4 e_above_lowest_kcal_mol=43.2 largest_force_ev_per_a=2.930 s_squared=3.79
V -0.199980 -0.526601 1.028907 1.4 0.5 0.1 0.8247
C 2.827452 3.020221 -0.875797 0.1 -0.1 0.1 -0.0534
C 3.873844 2.419919 -0.183196 -0.2 -0.1 -0.1 -0.0571
C 3.757450 1.095582 0.165500 -0.1 -0.1 -0.1 -0.0057
C 2.598456 0.377567 -0.170811 0.2 0.3 -0.4 -0.2384
N 1.583198 0.973293 -0.832723 0.2 0.0 0.6 0.0554
C 1.711943 2.251806 -1.149438 0.0 0.4 0.0 -0.1413
C 2.474174 -1.036578 0.138019 1.0 0.1 0.0 -0.2377
C 3.613558 -1.841761 0.252505 -0.2 0.1 0.2 -0.0492
C 3.497545 -3.200536 0.446782 0.3 0.0 0.0 -0.0992
C 2.205447 -3.750491 0.442040 -0.5 0.2 0.0 -0.0758
C 1.131088 -2.905921 0.356774 0.2 -1.6 -0.3 -0.1481
N 1.220850 -1.561633 0.293651 0.9 -0.4 -0.4 -0.0783
H 2.864716 4.057736 -1.169202 -0.1 0.1 0.0 0.0986
H 4.754723 2.982941 0.094013 0.0 0.0 0.0 0.1040
H 4.526087 0.613371 0.747565 0.1 0.0 0.0 0.1078
H 0.877445 2.695571 -1.676287 -0.1 0.1 0.0 0.1056
H 4.594572 -1.398234 0.155180 0.0 0.1 0.0 0.1055
H 4.367878 -3.833137 0.550334 0.1 0.0 0.0 0.0894
H 2.049411 -4.818014 0.510724 -0.1 0.0 0.0 0.0965
H 0.126970 -3.315694 0.330241 0.2 0.0 0.1 0.1066
S -1.001257 -3.610264 4.113642 0.1 0.3 -0.2 0.9767
C 0.315935 -2.654898 4.702715 -0.4 -0.3 -0.1 -0.4133
C 0.639262 -1.631864 3.867209 0.2 -0.1 0.4 -0.1629
C -0.152471 -1.584849 2.698756 -0.7 -0.7 0.4 -0.2192
C -1.095940 -2.589255 2.696113 0.8 0.0 1.1 -0.5178
C -1.973776 -2.702044 1.593062 -0.3 0.2 -0.6 -0.2735
C -3.006982 -3.637934 1.472961 0.1 0.0 -0.1 -0.0239
C -3.788617 -3.640745 0.340305 0.3 0.5 -0.3 -0.0647
C -3.533563 -2.671624 -0.640995 -0.3 -0.4 0.2 -0.0619
C -2.507616 -1.771267 -0.445484 -0.1 0.1 -0.4 -0.1120
N -1.701135 -1.771336 0.618390 -1.9 -1.8 -0.1 -0.0017
H 0.764572 -2.928622 5.639655 0.1 0.0 0.2 0.0507
H 1.424168 -0.923791 4.085252 0.1 0.0 0.0 0.1057
H -3.165917 -4.346580 2.276002 0.0 0.0 0.0 0.1008
H -4.586695 -4.358865 0.215059 0.0 0.0 0.0 0.1016
H -4.136599 -2.637026 -1.538322 0.1 0.1 0.0 0.0974
H -2.313582 -0.993337 -1.175618 0.0 0.0 0.0 0.0778
O 1.217721 2.876289 2.523429 0.0 -0.3 0.0 0.0574
C 0.609706 1.909812 2.093509 -1.0 1.9 0.3 -0.5540
O 1.045041 0.768479 1.791247 1.5 -0.9 0.5 -0.1066
C -0.937372 1.975787 1.752135 1.3 2.4 0.5 -0.5529
O -1.540461 3.031743 1.654946 -0.1 -0.5 -0.1 0.0608
O -1.370671 0.810870 1.510466 -2.9 0.0 -0.1 -0.1186
N -1.474749 1.381537 -1.376646 0.0 -0.1 0.7 0.1228
C -1.179035 1.655344 -2.675376 0.1 -0.2 -0.8 -0.3487
C -1.734110 2.770060 -3.319776 -0.1 0.1 0.2 -0.0381
C -1.565086 2.964514 -4.673275 0.0 0.0 0.1 -0.1009
C -0.834857 2.055547 -5.425815 0.0 0.0 -0.3 -0.1060
C -0.254206 0.969655 -4.799374 -0.1 0.3 0.0 -0.1068
C -0.391727 0.767333 -3.432674 0.1 0.0 0.3 -0.3099
P 0.365859 -0.691536 -2.612935 -0.2 -0.4 -1.0 1.1446
C -0.176932 -1.876681 -3.930543 0.1 0.0 0.2 -0.3520
C 0.643372 -2.496130 -4.865948 0.0 0.0 0.1 -0.0921
C 0.097586 -3.332458 -5.825246 0.0 -0.1 -0.2 -0.0951
C -1.264569 -3.572586 -5.857785 0.0 -0.1 -0.1 -0.1081
C -2.088672 -2.971881 -4.919830 -0.1 0.0 0.0 -0.0914
C -1.544819 -2.131406 -3.970918 0.1 -0.1 0.0 -0.1072
C 2.124457 -0.528257 -3.101859 -0.1 -0.1 0.2 -0.3665
C 2.694350 0.639642 -3.593434 0.0 -0.1 -0.1 -0.0917
C 4.067133 0.737584 -3.731876 0.1 0.1 -0.1 -0.0812
C 4.882530 -0.325262 -3.379572 0.1 -0.1 0.0 -0.0939
C 4.320303 -1.507473 -2.929026 0.1 -0.1 -0.1 -0.0915
C 2.949210 -1.605571 -2.788180 -0.1 0.1 -0.2 -0.1308
H -1.874941 2.118356 -0.814246 0.1 -0.1 0.2 0.1001
H -0.824297 0.773803 -0.880123 -0.3 0.6 -0.5 0.0156
H -2.321608 3.462829 -2.733488 -0.1 0.1 0.0 0.1089
H -2.016584 3.823191 -5.151707 0.0 0.1 0.0 0.0967
H -0.736868 2.185812 -6.493701 0.1 0.0 -0.1 0.0912
H 0.307131 0.253971 -5.383247 0.1 0.0 0.0 0.1078
H 1.710088 -2.316958 -4.863124 0.0 0.0 0.0 0.0935
H 0.741874 -3.788821 -6.565544 0.0 -0.1 0.0 0.0969
H -1.683663 -4.229651 -6.606742 0.0 0.0 -0.1 0.0927
H -3.155156 -3.147636 -4.933557 -0.1 0.0 0.0 0.0972
H -2.184647 -1.644239 -3.249986 -0.1 0.0 0.1 0.0815
H 2.067610 1.483959 -3.842495 0.0 0.0 0.0 0.0985
H 4.506330 1.652972 -4.106852 0.0 0.1 0.0 0.1007
H 5.957188 -0.229756 -3.446133 0.1 0.0 -0.1 0.0948
H 4.952926 -2.342961 -2.663340 0.0 -0.1 0.0 0.1028
H 2.502591 -2.519679 -2.418822 0.0 -0.1 0.1 0.1100

***

2.
116
Properties=species:S:1:pos:R:3:forces:R:3:lowdin_charge:R:1 method="wB97M-V/def2-TZVPD" orbital_gap_ev=4.24 charge=-2 e_homo_ev=-1.3 spin_multiplicity=1 largest_force_ev_per_a=1.907
Rb 0.302919 0.240058 -0.742576 0.4 -0.7 -0.7 0.6880
Cl 0.564305 4.893270 -6.777304 0.1 0.0 -0.2 0.5844
C 0.246709 4.460281 -5.120477 -0.2 0.1 0.1 -0.7123
C 1.031224 3.505530 -4.506010 0.0 0.0 0.2 -0.0547
C 0.804409 3.076969 -3.189410 -0.4 0.6 -0.5 -0.2284
N 1.452253 1.992070 -2.686379 0.0 -0.8 0.5 0.0348
C 2.649752 1.632518 -3.103917 0.0 0.0 0.3 -0.5529
O 3.539011 2.287337 -3.668765 0.2 0.1 -0.3 -0.0075
C 2.941174 0.153236 -2.914178 0.3 0.1 -0.6 -0.2308
C 2.899974 -0.621708 -4.078196 -0.1 -0.2 0.0 -0.0289
C 3.235516 -1.957657 -4.011229 0.0 0.0 0.0 -0.1076
C 3.620003 -2.482680 -2.786024 0.1 0.0 0.0 -0.0954
C 3.636177 -1.635585 -1.690615 0.2 -0.6 0.0 -0.1510
N 3.312134 -0.353116 -1.746692 -0.1 0.5 0.2 0.1079
C -0.258220 3.699649 -2.458899 0.2 0.4 -1.0 -0.2587
C -1.033533 4.664546 -3.116365 0.2 -0.1 0.0 -0.0690
C -0.793839 5.041753 -4.424963 0.0 -0.1 -0.1 -0.7145
Cl -1.784730 6.272802 -5.153375 -0.2 0.2 -0.1 0.5825
N -0.460579 3.509570 -1.128562 0.2 -0.4 1.2 0.1251
C -1.666568 3.468286 -0.619675 0.5 0.3 -0.5 -0.5405
O -1.973631 3.827443 0.540489 -0.4 0.2 0.3 -0.0650
C -2.773546 2.887729 -1.484220 -0.4 0.2 0.2 -0.2199
C -4.075667 3.378524 -1.392104 0.2 0.0 0.0 -0.0240
C -5.049680 2.854948 -2.219524 0.0 0.0 -0.1 -0.0756
C -4.700656 1.834687 -3.091727 0.0 0.1 0.0 -0.0761
C -3.394476 1.369929 -3.058249 -0.3 -0.1 -0.2 -0.1431
N -2.451936 1.879511 -2.289951 0.3 -0.1 0.2 0.1452
H 1.849102 3.068213 -5.057509 0.0 0.0 0.0 0.0969
H 2.606504 -0.164176 -5.013086 0.0 0.1 0.0 0.1129
H 3.196336 -2.589916 -4.893053 0.0 0.0 0.0 0.0932
H 3.892522 -3.524348 -2.686990 0.0 0.0 0.1 0.0915
H 3.928670 -2.004339 -0.715005 0.0 -0.1 0.1 0.0991
H -1.830498 5.149577 -2.566951 0.1 0.1 0.0 0.1077
H -4.294314 4.165352 -0.683728 0.1 0.0 0.0 0.1108
H -6.062374 3.238089 -2.187577 0.0 0.0 0.0 0.1009
H -5.425488 1.407039 -3.770367 0.0 -0.1 0.0 0.0933
H -3.090811 0.539141 -3.685508 0.0 -0.1 -0.1 0.1003
N -1.203184 1.083358 1.439478 0.1 0.0 -0.4 -0.0066
N -2.208490 1.787838 2.085714 -0.1 0.2 0.6 -0.0045
C -3.462306 1.644103 1.639471 -0.9 0.1 0.5 -0.4043
N -4.389549 2.493749 2.139094 -0.2 0.1 0.0 0.1847
N -3.711838 0.656772 0.796374 1.8 -0.6 -0.1 0.1729
N -4.900633 0.411767 0.305305 -0.7 0.4 0.0 -0.4457
O -4.961900 -0.406463 -0.592781 -0.1 -0.4 -0.3 0.0282
O -5.921196 0.982320 0.728793 -0.6 0.1 0.1 -0.0297
H -0.321138 1.216402 1.923609 -0.2 0.0 0.1 0.0495
H -1.099571 1.424279 0.485547 -0.5 0.7 0.7 -0.0544
H -1.984386 2.752152 2.339641 0.0 -0.3 -0.3 0.1244
H -4.083111 3.410508 2.413777 0.1 0.0 -0.1 0.1026
H -5.319914 2.376729 1.744554 0.3 0.0 0.1 0.0731
S -4.891554 -6.138258 3.844359 0.9 1.2 -0.7 0.9258
N -4.751264 -5.647373 2.277408 0.1 0.1 0.3 -0.2345
C -3.892911 -4.630646 2.245614 -0.7 -0.9 0.6 -0.3023
C -3.496359 -3.897083 1.083939 0.5 0.8 -0.8 -0.0900
C -3.997273 -4.172607 -0.193816 0.1 0.1 0.1 -0.0088
C -3.573161 -3.410430 -1.256534 0.0 0.0 0.1 -0.0466
C -2.661102 -2.376515 -1.009768 -0.3 -0.2 -0.2 -0.1496
N -2.160015 -2.115436 0.169453 0.3 0.1 0.4 0.1653
C -2.555295 -2.840575 1.219869 -0.8 -0.7 -0.9 -0.1309
C -2.005805 -2.517890 2.519321 0.2 -0.1 1.6 -0.1309
N -1.112019 -1.529702 2.598314 -0.3 -0.4 -0.4 0.1560
C -0.612386 -1.214081 3.764554 0.1 0.0 0.4 -0.1078
C -0.962602 -1.850861 4.962246 -0.1 0.0 -0.1 -0.0364
C -1.878885 -2.874968 4.912486 0.0 0.0 -0.2 -0.0151
C -2.421194 -3.237581 3.674506 0.8 0.9 -0.2 -0.0956
C -3.367360 -4.295861 3.529127 -0.8 -1.0 0.5 -0.3050
N -3.841406 -5.058610 4.512445 -0.2 -0.1 -0.4 -0.2341
H -4.713809 -4.974037 -0.313900 0.0 0.0 0.0 0.1080
H -3.941166 -3.595510 -2.256922 0.0 0.1 0.0 0.0996
H -2.331467 -1.729374 -1.812501 0.0 0.0 -0.1 0.0971
H 0.116701 -0.414049 3.766613 0.1 0.1 0.0 0.0940
H -0.520497 -1.541525 5.899113 0.0 0.0 0.0 0.0982
H -2.197357 -3.407113 5.799638 0.0 0.0 0.0 0.1066
C 0.910062 3.058908 4.829621 -0.1 0.2 0.0 -0.1066
C 1.657841 1.910372 5.030099 0.0 -0.1 0.2 -0.1058
C 2.264742 1.273463 3.962434 -0.1 0.0 0.0 -0.1102
C 2.144093 1.791745 2.676119 -0.1 -0.1 -0.2 -0.3971
C 1.380397 2.938716 2.479614 0.1 0.0 -0.1 -0.1125
C 0.764778 3.566762 3.548564 -0.1 0.2 0.2 -0.0940
P 2.965558 1.069258 1.191629 0.0 -0.1 0.6 1.0683
C 4.677356 1.589140 1.614021 0.0 0.2 -0.1 -0.3556
C 5.044291 2.394945 2.688855 -0.1 0.0 -0.1 -0.0857
C 6.376250 2.683587 2.932039 0.2 0.1 0.1 -0.1080
C 7.362862 2.178115 2.103225 0.1 0.1 0.0 -0.1211
C 7.006056 1.411581 1.002576 0.2 0.0 0.0 -0.0979
C 5.677585 1.122169 0.759287 0.0 0.1 0.0 -0.1040
C 3.030066 -0.685757 1.690699 0.5 -0.4 0.0 -0.4942
C 4.127588 -1.326718 2.260787 0.2 0.3 0.0 -0.1338
C 4.104050 -2.703402 2.398667 0.4 -0.2 0.2 -0.1440
C 2.982385 -3.420578 2.011865 -0.2 -0.3 0.0 -0.1418
C 1.859280 -2.752101 1.538855 0.6 -0.1 0.3 -0.1887
C 1.876522 -1.379418 1.348835 -1.2 1.0 -0.6 -0.2362
H 0.448615 3.555918 5.674490 -0.1 0.0 0.0 0.0903
H 1.770820 1.507165 6.027783 0.0 0.0 0.1 0.0932
H 2.839958 0.373183 4.131833 0.1 -0.1 -0.1 0.1086
H 1.272020 3.342127 1.479768 -0.1 0.0 -0.1 0.1039
H 0.181605 4.459481 3.376279 -0.1 0.1 0.0 0.1010
H 4.289622 2.805883 3.344025 0.0 0.0 0.0 0.0926
H 6.642568 3.303926 3.779998 0.0 0.0 0.0 0.0909
H 8.404682 2.387243 2.310854 0.0 0.0 0.0 0.0859
H 7.775459 1.042594 0.336588 0.0 -0.1 -0.1 0.0948
H 5.388869 0.532788 -0.100929 0.0 -0.1 -0.1 0.0960
H 5.001632 -0.765329 2.571957 0.1 -0.1 0.0 0.0881
H 4.972004 -3.219929 2.794437 0.0 0.0 0.0 0.0786
H 2.987955 -4.503454 2.088211 0.0 -0.1 0.0 0.0756
H 0.969106 -3.317547 1.292403 -0.2 -0.2 0.0 0.0626
N -1.447191 -5.656927 -4.836997 -0.1 0.0 -0.2 0.1388
C -0.917777 -4.450119 -4.481003 0.1 0.4 -0.2 -0.5151
N -0.993536 -3.450450 -5.406449 -0.1 -0.1 0.1 0.1737
N -0.374135 -4.345521 -3.321334 -0.3 -1.5 0.0 0.1221
C 0.058227 -3.230709 -2.803342 0.1 0.4 -0.1 -0.3460
N 0.460479 -2.288230 -2.283314 0.1 0.6 0.2 0.1604
H -1.515851 -5.878467 -5.816124 0.0 0.0 0.1 0.0930
H -1.225311 -6.416839 -4.215026 0.0 0.1 0.0 0.1024
H -1.678604 -3.513913 -6.140675 0.0 0.0 0.1 0.0992
H -0.775722 -2.521624 -5.076692 0.1 0.0 0.0 0.1070

***

3.
73
Properties=species:S:1:pos:R:3:forces:R:3:lowdin_charge:R:1 method="wB97M-V/def2-TZVPD" orbital_gap_ev="4.47 / 4.44" e_homo_ev="-6.8 / -6.7" spin_multiplicity=3 largest_force_ev_per_a=4.338 s_squared=2.42
W 2.303751 0.508843 2.223927 0.6 -0.2 4.3 0.5098
S 6.143340 0.232830 3.767887 -1.1 0.0 -0.5 0.5081
C 4.652429 0.174503 3.007514 3.3 -0.1 1.2 -1.6733
S 3.464333 -0.971134 3.831810 1.1 1.4 -1.4 0.4400
S 4.552519 1.269670 1.526249 -1.6 -2.0 1.3 0.4377
C -2.250533 0.605471 -10.623385 -0.1 0.0 -0.3 -0.0771
O -1.596209 -0.477243 -9.973473 0.0 0.4 0.4 -0.0781
C -1.211881 -0.276901 -8.677218 0.1 -0.4 -0.3 -0.2750
C -1.394265 0.887216 -7.935438 0.1 0.2 0.5 -0.0040
C -0.947792 0.951340 -6.608889 0.0 -0.2 -0.3 -0.0053
C -0.312915 -0.140277 -5.997526 -0.2 0.2 -0.2 -0.1579
C -0.134030 -1.305301 -6.754332 -0.3 0.2 -0.8 -0.0192
C -0.580360 -1.368718 -8.080021 0.4 -0.2 0.8 0.0086
C 0.133197 -0.019163 -4.603891 0.3 0.3 1.1 -0.2350
N 0.009299 1.052991 -3.841335 -0.1 0.2 0.0 0.1877
C 0.553784 0.731869 -2.616951 0.2 -1.2 -0.8 -0.1637
C 1.025134 -0.569107 -2.623013 -0.6 1.2 -0.6 -0.1278
N 0.748241 -1.021751 -3.889023 0.2 -0.8 -0.4 0.1795
C 1.630500 -1.151479 -1.493160 0.1 -1.0 -0.3 -0.0556
C 2.097966 -2.479012 -1.538108 0.3 -0.1 0.7 0.0237
C 2.688793 -3.023219 -0.409255 -0.4 0.4 -0.8 -0.0153
C 2.788542 -2.225790 0.711937 0.2 0.7 0.8 -0.0911
N 2.345904 -0.950165 0.773952 0.5 -0.5 -2.3 -0.1638
C 1.761578 -0.379668 -0.309522 0.2 -2.0 -1.3 -0.1628
C 1.288742 0.948922 -0.279717 -1.0 1.8 -1.4 -0.1716
N 1.394446 1.723720 0.833742 -0.7 1.1 -1.4 -0.1368
C 0.926309 2.992850 0.814637 0.6 -0.7 1.0 -0.0845
C 0.330568 3.581059 -0.282307 -0.1 -0.5 -0.9 -0.0060
C 0.207048 2.819595 -1.432646 0.1 0.5 0.6 0.0413
C 0.685871 1.497398 -1.438421 -0.3 0.9 0.0 -0.0599
H -2.493288 0.286262 -11.641577 0.2 -0.1 0.3 0.0954
H -1.592686 1.477817 -10.695828 -0.1 0.0 0.1 0.0970
H -3.189920 0.858168 -10.120772 0.2 0.1 0.0 0.0969
H -1.877986 1.764638 -8.351139 0.1 -0.2 0.0 0.1079
H -1.100594 1.871615 -6.045793 0.1 -0.3 -0.1 0.1164
H 0.350475 -2.185310 -6.344730 0.0 0.1 0.0 0.1034
H -0.434099 -2.280856 -8.654431 -0.1 0.2 0.1 0.1235
H 0.959000 -1.942259 -4.239381 0.0 0.1 0.0 0.1477
H 2.009283 -3.088619 -2.430932 -0.1 0.2 0.0 0.1174
H 3.062201 -4.040636 -0.400188 0.0 0.2 0.1 0.1214
H 3.241801 -2.596655 1.627139 0.0 0.2 -0.1 0.0948
H 1.051193 3.539797 1.745053 0.1 -0.1 -0.1 0.0793
H -0.027107 4.603046 -0.242342 0.1 -0.1 0.1 0.1242
H -0.256280 3.243546 -2.320786 0.1 -0.3 0.1 0.1273
Se 2.377008 6.366078 4.815301 0.5 0.6 -0.8 -0.1095
Sb 2.143009 4.237635 5.772120 -1.5 1.1 -0.4 -0.4870
Se 3.855013 4.009577 7.358702 1.6 -0.5 1.0 0.1519
Se 0.115107 4.237091 6.950181 -0.9 -0.7 0.4 -0.0855
Se 2.223700 2.365817 3.990961 -0.1 -1.3 -1.1 0.1531
Te -0.177233 -0.392644 3.058904 -2.2 -0.7 1.6 1.4293
C -0.312251 -0.532569 5.166570 0.3 0.1 0.7 -0.4832
C 0.038686 -1.723149 5.813192 -0.1 0.2 0.2 -0.1378
C -0.055282 -1.816752 7.205542 -0.2 0.5 -0.2 -0.0795
C -0.500499 -0.720882 7.952129 0.0 0.1 -0.6 -0.0695
C -0.852379 0.468971 7.306228 0.1 -0.5 -0.2 -0.0771
C -0.758696 0.563373 5.913896 0.1 -0.3 0.0 -0.1447
C -2.173464 -1.081876 2.916742 -0.8 0.0 -0.6 -0.4960
C -3.232183 -0.166667 2.922938 -0.1 -0.3 -0.1 -0.1290
C -4.551413 -0.622758 2.833778 0.4 -0.5 0.0 -0.0747
C -4.812929 -1.993602 2.738913 0.5 0.2 0.0 -0.0780
C -3.755084 -2.908690 2.733566 0.0 0.6 0.1 -0.0789
C -2.435570 -2.453399 2.822708 -0.2 0.2 -0.1 -0.1348
H 0.382068 -2.573324 5.238181 0.0 0.0 0.0 0.0906
H 0.216122 -2.737676 7.705380 0.0 0.0 0.0 0.1010
H -0.573438 -0.793756 9.029457 0.0 0.0 0.0 0.1028
H -1.197701 1.316518 7.883912 0.1 0.0 -0.1 0.0859
H -1.033002 1.484850 5.416973 0.1 0.1 0.1 0.0747
H -3.033222 0.894630 2.997750 0.0 0.0 0.0 0.0953
H -5.370072 0.085191 2.838763 0.0 0.0 0.0 0.1043
H -5.833858 -2.346276 2.670260 0.0 0.0 0.0 0.1021
H -3.957603 -3.969429 2.661053 0.0 0.0 0.0 0.1024
H -1.619328 -3.164058 2.819881 0.0 0.0 0.0 0.0900
H 1.878195 -1.162128 2.497700 0.2 1.8 0.5 -0.1435

***

no.,molar mass (g mol⁻¹)
1,732.7
2,1173.4
3,1338.8